1.
Formula: C2H3OP
Source: the Open Molecules 2025 dataset
Level of theory: ωB97M-V with the def2-TZVPD basis set

```
! RIJCOSX wB97M-V def2-TZVPD def2/J DEFGRID3
* xyz 0 1
C 0.003 0.336 1.180
C 1.077 0.150 -0.909
O -1.268 -1.485 -0.670
P -0.654 -0.175 -0.396
H 0.251 -0.517 1.837
H 1.639 0.712 -0.186
H -1.048 0.979 -0.855
*
```

- E_LUMO (alpha / beta): -2.32 / -2.76 eV
- Gap between HOMO and LUMO (alpha / beta): 0.283 / 0.256 Eh
- Molar mass: 74.02 g/mol

2.
Formula: C2H3OP
Source: the Open Molecules 2025 dataset
Level of theory: ωB97M-V with the def2-TZVPD basis set

```
! RIJCOSX wB97M-V def2-TZVPD def2/J DEFGRID3
* xyz 0 1
O -1.623 0.714 -0.079
P -0.705 -0.819 -0.193
C 0.924 -0.216 -0.757
C 0.842 -0.304 0.560
H -2.336 0.678 0.495
H 1.490 0.142 -1.482
H 1.408 -0.196 1.457
*
```

- E_LUMO: 1.17 eV
- Gap between HOMO and LUMO: 0.395 Eh
- SMILES: OP1=CC=1
- Molar mass: 74.02 g/mol

3.
Formula: C2H3OP
Source: the Open Molecules 2025 dataset
Level of theory: ωB97M-V with the def2-TZVPD basis set

```
! RIJCOSX wB97M-V def2-TZVPD def2/J DEFGRID3
* xyz 0 1
C -1.057 -0.397 0.012
C 0.013 0.359 -0.082
P 1.687 -0.447 -0.077
O 2.747 0.590 -0.046
H -2.112 0.072 0.006
H -1.049 -1.512 0.061
H -0.229 1.335 0.126
*
```

- E_LUMO: -0.84 eV
- Gap between HOMO and LUMO: 0.321 Eh
- SMILES: C=CP=O
- Molar mass: 74.02 g/mol

Energy ordering: 3 at the bottom, the next structure 0.0229 hartree above.

1.
Formula: C4H7N3O3S
Source: the Open Molecules 2025 dataset
Level of theory: ωB97M-V with the def2-TZVPD basis set

```
! RIJCOSX wB97M-V def2-TZVPD def2/J DEFGRID3
* xyz 0 1
C -3.468 0.860 0.149
C -2.020 0.427 0.034
N -0.967 1.164 -0.198
C 0.151 0.422 0.024
O 1.438 0.890 -0.077
S 2.717 -0.121 -0.077
N 3.076 -0.684 -1.419
O 2.641 -1.140 0.974
O 3.712 1.077 0.188
C -0.234 -0.842 0.299
N -1.588 -0.816 0.432
H -4.014 0.112 0.502
H -3.358 1.725 0.932
H -3.797 1.098 -0.869
H 2.858 -1.651 -1.634
H 4.583 0.865 -0.226
H 0.415 -1.755 0.472
H -2.146 -1.632 0.494
*
```

- E_LUMO: 0.55 eV
- Gap between HOMO and LUMO: 0.337 Eh
- SMILES: Cc1nc(O[S@](=N)(=O)O)c[nH]1
- Molar mass: 177.19 g/mol

2.
Formula: C4H7N3O3S
Source: the Open Molecules 2025 dataset
Level of theory: ωB97M-V with the def2-TZVPD basis set

```
! RIJCOSX wB97M-V def2-TZVPD def2/J DEFGRID3
* xyz 0 1
C 1.397 1.184 1.020
O 1.306 0.557 -0.186
N 1.326 -0.787 -0.131
N 2.340 -1.555 0.004
N 1.959 -2.752 0.102
C 0.593 -2.909 0.151
C -0.034 -1.702 0.033
S -1.518 -0.848 0.235
C -1.587 0.147 -1.249
O -2.612 -1.799 0.267
O -1.364 -0.074 1.465
H 0.508 1.130 1.686
H 1.755 2.118 0.742
H 2.192 0.652 1.725
H 0.195 -3.844 0.207
H -1.488 -0.358 -2.164
H -2.181 0.940 -0.985
H -0.685 0.771 -1.136
*
```

- E_LUMO: 0.24 eV
- Gap between HOMO and LUMO: 0.387 Eh
- SMILES: COn1nncc1S(C)(=O)=O
- Molar mass: 177.19 g/mol

Energy ordering: 1 at the bottom, the next structure 0.1396 hartree above.

1.
Formula: C2H3Cl2N
Source: the Open Molecules 2025 dataset
Level of theory: ωB97M-V with the def2-TZVPD basis set

```
! RIJCOSX wB97M-V def2-TZVPD def2/J DEFGRID3
* xyz 0 1
Cl -0.494 0.308 -2.454
C -0.501 0.080 -0.517
C 0.527 0.518 0.413
N 0.442 -0.863 -0.030
Cl -0.175 -1.736 1.342
H -1.542 0.016 -0.052
H 1.419 1.010 -0.067
H 0.324 0.666 1.365
*
```

- E_LUMO: 0.19 eV
- Gap between HOMO and LUMO: 0.390 Eh
- SMILES: Cl[C@@H]1CN1Cl
- Molar mass: 111.96 g/mol

2.
Formula: C2H3Cl2N
Source: the Open Molecules 2025 dataset
Level of theory: ωB97M-V with the def2-TZVPD basis set

```
! RIJCOSX wB97M-V def2-TZVPD def2/J DEFGRID3
* xyz 0 1
H -1.914 0.346 -0.876
N -1.100 0.742 -1.233
C -0.012 0.359 -0.703
C 0.484 -0.442 0.595
Cl 1.281 0.658 1.711
Cl -0.813 -1.296 1.624
H 0.820 0.892 -1.309
H 1.254 -1.259 0.192
*
```

- E_LUMO: 0.61 eV
- Gap between HOMO and LUMO: 0.406 Eh
- SMILES: [H]/N=C\C(Cl)Cl
- Molar mass: 111.96 g/mol

3.
Formula: C2H3Cl2N
Source: the Open Molecules 2025 dataset
Level of theory: ωB97M-V with the def2-TZVPD basis set

```
! RIJCOSX wB97M-V def2-TZVPD def2/J DEFGRID3
* xyz 0 1
Cl 1.337 1.674 -0.173
C 0.648 0.045 0.061
Cl 1.783 -1.292 -0.183
C -0.653 -0.205 -0.582
N -0.363 -0.152 1.085
H -1.189 0.460 -1.153
H -0.955 -1.178 -0.811
H -0.607 0.648 1.755
*
```

- E_LUMO: 0.83 eV
- Gap between HOMO and LUMO: 0.406 Eh
- SMILES: ClC1(Cl)CN1
- Molar mass: 111.96 g/mol

Energy ordering: 2 at the bottom, the next structure 0.0224 hartree above.

1.
Formula: CH3NO4
Source: the Open Molecules 2025 dataset
Level of theory: ωB97M-V with the def2-TZVPD basis set

```
! RIJCOSX wB97M-V def2-TZVPD def2/J DEFGRID3
* xyz 0 1
O 2.957 -0.628 0.061
N 2.618 0.309 -0.625
O 3.383 0.988 -1.241
O 1.281 0.751 -0.538
C 0.253 -0.349 0.081
O -0.791 -0.365 -0.813
H 0.262 0.003 1.140
H 0.653 -1.355 0.048
H -0.856 0.455 -1.362
*
```

- E_LUMO: 0.44 eV
- Gap between HOMO and LUMO: 0.429 Eh
- SMILES: O=[N+]([O-])OCO
- Molar mass: 93.04 g/mol

2.
Formula: CH3NO4
Source: the Open Molecules 2025 dataset
Level of theory: ωB97M-V with the def2-TZVPD basis set

```
! RIJCOSX wB97M-V def2-TZVPD def2/J DEFGRID3
* xyz 0 1
O -1.459 1.046 0.066
O -0.062 1.064 -0.096
C 0.503 -0.220 0.080
O 1.837 -0.098 -0.007
N -0.152 -1.327 -0.482
O -0.019 -1.054 0.991
H -1.599 1.329 0.985
H 2.075 0.373 -0.816
H -1.124 -1.113 -0.721
*
```

- E_LUMO: 0.65 eV
- Gap between HOMO and LUMO: 0.408 Eh
- SMILES: OO[C@]1(O)NO1
- Molar mass: 93.04 g/mol

Energy ordering: 1 at the bottom, the next structure 0.0044 hartree above.

1.
Formula: CH3NO4
Source: the Open Molecules 2025 dataset
Level of theory: ωB97M-V with the def2-TZVPD basis set

```
! RIJCOSX wB97M-V def2-TZVPD def2/J DEFGRID3
* xyz 0 1
O -2.621 0.862 -0.004
N -3.496 0.085 0.018
O -4.691 0.277 -0.019
O -3.183 -1.281 -0.059
H -2.287 -1.502 0.223
C 0.719 0.267 -0.434
O 0.126 -0.692 -0.026
H 0.061 1.130 -0.622
H 1.702 0.209 -0.932
*
```

- E_LUMO: 0.40 eV
- Gap between HOMO and LUMO: 0.404 Eh
- SMILES: O=[N+]([O-])O.C=O
- Molar mass: 93.04 g/mol

2.
Formula: CH3NO4
Source: the Open Molecules 2025 dataset
Level of theory: ωB97M-V with the def2-TZVPD basis set

```
! RIJCOSX wB97M-V def2-TZVPD def2/J DEFGRID3
* xyz 0 1
O 0.660 -0.802 0.553
C 1.379 0.181 0.360
O 1.481 0.825 -0.776
H 2.174 0.627 0.968
H 0.713 0.468 -1.261
O -1.563 0.959 -0.815
N -1.337 -0.173 -0.544
O -2.048 -0.749 0.525
H -1.460 -1.336 0.990
*
```

- E_LUMO: 0.09 eV
- Gap between HOMO and LUMO: 0.376 Eh
- SMILES: O=CO.O=NO
- Molar mass: 93.04 g/mol

Energy ordering: 2 at the bottom, the next structure 0.0649 hartree above.

1.
Formula: C5H12O3
Source: the Open Molecules 2025 dataset
Level of theory: ωB97M-V with the def2-TZVPD basis set

```
! RIJCOSX wB97M-V def2-TZVPD def2/J DEFGRID3
* xyz 0 1
C -0.321 -0.697 0.499
C -1.008 0.444 1.226
C 0.268 -1.710 1.462
O -1.221 -1.282 -0.409
H -1.602 -2.125 -0.126
H -0.030 0.551 -1.033
H -0.521 -2.114 2.105
H 0.701 -2.559 0.925
H -0.291 0.993 1.841
H -1.445 1.155 0.521
H -1.820 0.076 1.861
H 1.039 -1.250 2.084
C 0.156 1.398 -2.062
C 1.104 -0.117 -0.370
O 0.496 2.615 -1.500
O 1.882 0.665 0.200
H 1.326 2.448 -0.992
H 0.776 1.117 -2.916
H -0.909 1.335 -2.296
H 1.421 -0.944 -1.020
*
```

- E_LUMO: 0.70 eV
- Gap between HOMO and LUMO: 0.354 Eh
- Molar mass: 120.15 g/mol

2.
Formula: C5H12O3
Source: the Open Molecules 2025 dataset
Level of theory: ωB97M-V with the def2-TZVPD basis set

```
! RIJCOSX wB97M-V def2-TZVPD def2/J DEFGRID3
* xyz 0 1
C 0.162 1.241 -2.849
C 0.661 1.463 -1.632
C 0.093 0.938 -0.329
C -1.322 0.493 -0.173
C -2.298 1.641 -0.430
O -1.976 2.758 -0.779
H 0.623 1.660 -3.713
H -0.758 0.650 -2.973
H 1.411 2.224 -1.415
H 0.350 1.704 0.437
H 0.592 -0.030 -0.053
H -1.572 0.181 0.879
H -1.557 -0.467 -0.689
H -3.364 1.499 -0.278
O 4.753 -4.506 -0.342
H 5.440 -3.767 -0.212
H 5.343 -5.203 -0.644
O -1.971 -0.953 4.806
H -1.724 -0.824 5.721
H -2.888 -0.700 4.669
*
```

- E_LUMO: 0.73 eV
- Gap between HOMO and LUMO: 0.363 Eh
- SMILES: C=CCCC=O.O.O
- Molar mass: 120.15 g/mol

3.
Formula: C5H12O3
Source: the Open Molecules 2025 dataset
Level of theory: ωB97M-V with the def2-TZVPD basis set

```
! RIJCOSX wB97M-V def2-TZVPD def2/J DEFGRID3
* xyz 0 1
C 1.079 -1.358 -0.864
C -1.034 0.020 0.750
C 1.437 0.939 -0.775
C -1.862 0.739 -0.306
C -0.538 0.940 1.855
O 1.231 -0.167 -1.456
O 1.962 -1.667 0.145
O 0.850 -2.411 -1.710
H 2.328 -2.548 -0.010
H 0.693 -2.126 -2.617
H -0.215 -0.668 0.234
H -1.654 -0.760 1.208
H 1.959 0.914 0.166
H 1.229 1.850 -1.304
H 0.070 1.750 1.448
H -2.183 0.049 -1.086
H -1.279 1.527 -0.778
H -2.758 1.186 0.128
H -1.374 1.402 2.387
H 0.058 0.390 2.584
*
```

- E_LUMO (alpha / beta): 0.63 / 0.38 eV
- Gap between HOMO and LUMO (alpha / beta): 0.281 / 0.287 Eh
- Molar mass: 120.15 g/mol

4.
Formula: C5H12O3
Source: the Open Molecules 2025 dataset
Level of theory: ωB97M-V with the def2-TZVPD basis set

```
! RIJCOSX wB97M-V def2-TZVPD def2/J DEFGRID3
* xyz 0 1
C 0.606 0.935 2.741
C 0.012 -0.190 2.400
C 0.107 -0.850 1.059
C 0.325 0.188 -0.053
C -0.032 -0.402 -1.393
O -0.168 0.134 -2.462
H 0.198 1.410 3.634
H 1.404 1.336 2.317
H -0.770 -0.523 2.978
H -0.763 -1.567 0.922
H 0.984 -1.487 1.199
H 1.333 0.626 0.019
H -0.309 1.086 0.065
H -0.299 -1.489 -1.328
O 2.701 0.701 -2.825
H 1.884 0.756 -3.386
H 2.446 0.376 -1.948
O -3.384 -0.296 -0.925
H -2.746 0.262 -1.529
H -3.531 -1.006 -1.485
*
```

- E_LUMO: 0.57 eV
- Gap between HOMO and LUMO: 0.386 Eh
- SMILES: C=CCCC=O.O.O
- Molar mass: 120.15 g/mol

Energy ordering: 2 at the bottom, the next structure 0.0106 hartree above.